[1]
C15H30AsF6N3O8PZr | ωB97M-V with the def2-TZVPD basis set

Results
gap between HOMO and LUMO (spin up / spin down) = 9.819 / 6.715 eV
multiplicity = 2
charge = +2
highest occupied orbital energy (spin up / spin down) = -15.63 / -15.63 eV

CARTESIAN COORDINATES (ANGSTROEM)
1 Zr 1.000 -0.611 0.245
2 O -2.184 1.420 1.863
3 C -2.785 1.208 3.123
4 C -2.961 -0.279 3.441
5 N -1.718 -1.040 3.451
6 C -1.620 -2.280 2.705
7 C -0.762 -2.064 1.451
8 O 0.255 -2.726 1.254
9 O -1.053 -1.065 0.693
10 C -0.609 -0.569 4.184
11 C 0.374 0.315 3.235
12 O 0.527 1.465 3.519
13 O 0.932 -0.413 2.340
14 H -2.726 1.014 1.176
15 H -3.775 1.665 3.188
16 H -2.144 1.697 3.855
17 H -3.629 -0.742 2.717
18 H -3.412 -0.379 4.436
19 H -2.617 -2.609 2.418
20 H -1.136 -3.041 3.316
21 H 0.008 -1.397 4.533
22 H -0.929 0.076 4.996
23 C -1.429 -0.890 -5.539
24 C -0.653 -2.005 -4.888
25 O 0.100 -1.501 -3.726
26 P -0.539 -1.569 -2.281
27 O -0.096 -0.050 -1.662
28 C 0.078 1.139 -2.525
29 C -1.219 1.901 -2.608
30 O 0.756 -2.144 -1.364
31 C 1.109 -3.579 -1.476
32 C 2.235 -3.753 -2.463
33 H -1.917 -1.268 -6.438
34 H -0.770 -0.073 -5.831
35 H -2.207 -0.511 -4.874
36 H 0.111 -2.413 -5.544
37 H -1.303 -2.816 -4.556
38 H 0.423 0.786 -3.493
39 H 0.870 1.717 -2.060
40 H -2.007 1.301 -3.065
41 H -1.077 2.790 -3.223
42 H -1.548 2.216 -1.617
43 H 0.201 -4.108 -1.775
44 H 1.377 -3.895 -0.474
45 H 1.951 -3.414 -3.458
46 H 2.490 -4.812 -2.520
47 H 3.120 -3.208 -2.142
48 F 2.802 -1.775 0.613
49 As 4.130 -0.528 0.108
50 F 5.119 -1.026 1.361
51 F 3.141 0.484 1.156
52 F 5.018 0.773 -0.463
53 F 2.719 -0.117 -1.058
54 F 4.675 -1.649 -1.023
55 C -0.863 4.538 1.082
56 N 0.325 3.745 1.418
57 C 1.332 4.324 2.325
58 C 0.538 2.602 0.880
59 N 0.730 1.563 0.390
60 H -0.570 5.428 0.528
61 H -1.357 4.831 2.007
62 H -1.548 3.938 0.490
63 H 1.774 5.205 1.863
64 H 2.100 3.584 2.532
65 H 0.844 4.597 3.258

Atomic forces in eV per Å
Zr 0.25 -0.24 0.50
O 0.05 0.01 0.01
C 0.05 0.02 -0.01
C -0.03 0.00 -0.05
N 0.03 0.01 0.07
C 0.00 -0.07 -0.12
C -0.10 0.02 0.10
O 0.08 0.17 -0.05
O -0.22 -0.02 -0.05
C -0.12 0.04 -0.07
C 0.20 -0.17 0.22
O -0.10 0.06 -0.09
O 0.00 0.18 -0.14
H 0.02 0.02 0.00
H -0.02 -0.02 0.03
H 0.01 0.00 0.00
H 0.00 -0.02 0.03
H -0.01 0.01 0.00
H 0.01 0.00 0.01
H 0.00 0.00 0.02
H 0.00 0.00 -0.02
H 0.01 0.02 -0.01
C 0.02 -0.01 0.02
C 0.02 0.01 -0.02
O -0.02 0.01 0.07
P 0.04 0.02 -0.20
O 0.19 -0.04 0.03
C -0.13 0.04 -0.01
C 0.01 -0.01 0.01
O -0.03 0.00 -0.06
C 0.07 -0.06 -0.02
C -0.03 0.02 0.01
H 0.00 0.00 0.00
H 0.00 0.00 0.00
H 0.00 0.01 -0.01
H 0.00 -0.01 0.00
H 0.00 0.00 0.00
H 0.01 -0.01 0.00
H 0.02 -0.03 -0.01
H 0.00 0.00 0.01
H 0.01 0.00 -0.01
H -0.01 -0.01 0.00
H -0.01 0.02 0.00
H -0.01 0.01 0.01
H 0.02 0.00 0.00
H -0.01 -0.01 0.01
H 0.00 0.00 -0.01
F -0.05 0.11 -0.14
As -0.10 0.12 0.02
F -0.03 -0.02 0.03
F 0.12 -0.09 -0.14
F -0.02 -0.01 0.00
F -0.03 -0.03 -0.01
F -0.08 -0.01 0.00
C -0.05 0.03 -0.01
N 0.15 0.06 -0.07
C 0.03 0.00 0.06
C -0.17 -0.09 0.12
N -0.04 0.00 -0.08
H 0.02 -0.01 0.00
H 0.01 -0.01 0.00
H 0.00 -0.01 0.00
H -0.01 0.00 -0.01
H 0.00 0.00 -0.01
H -0.01 -0.01 0.00


[2]
C3H10N2S | ωB97M-V with the def2-TZVPD basis set

Results
gap between HOMO and LUMO = 8.353 eV
SMILES string = CN=S(C)(C)=N
highest occupied orbital energy = -7.70 eV

CARTESIAN COORDINATES (ANGSTROEM)
1 C 2.439 0.039 0.349
2 N 1.313 0.035 -0.518
3 S -0.305 -0.136 0.224
4 C -1.421 -0.542 -1.078
5 C -1.045 1.548 0.662
6 N -0.435 -1.142 1.398
7 H 3.021 -0.946 0.473
8 H 2.221 0.353 1.318
9 H 3.340 0.613 0.035
10 H -1.374 0.208 -1.775
11 H -1.112 -1.498 -1.682
12 H -2.467 -0.674 -0.617
13 H -1.115 2.203 -0.182
14 H -2.086 1.299 0.801
15 H -0.528 2.164 1.545
16 H 0.434 -1.345 1.828

Atomic forces in eV per Å
C 2.10 -1.81 -0.02
N -4.57 -0.02 -0.62
S 5.77 0.44 0.58
C -0.93 -3.68 0.56
C 0.81 0.26 1.34
N -2.00 1.01 -1.31
H -1.32 0.41 -0.11
H -0.22 0.70 1.99
H -1.16 0.57 -0.48
H -0.12 2.15 -1.52
H -0.34 1.60 1.75
H 1.71 0.23 -0.71
H 0.71 0.23 -0.87
H -0.35 -0.05 1.01
H -1.13 -2.01 -1.84
H 1.05 -0.03 0.25


[3]
C27H54HgN3O3 | ωB97M-V with the def2-TZVPD basis set

Results
gap between HOMO and LUMO = 5.630 eV
charge = -1
highest occupied orbital energy = -2.79 eV

CARTESIAN COORDINATES (ANGSTROEM)
1 Hg 21.896 9.016 -9.549
2 C 23.317 13.118 -8.315
3 C 23.150 11.595 -8.132
4 C 23.642 11.105 -6.772
5 C 22.681 11.308 -5.603
6 C 21.279 10.891 -5.971
7 C 20.764 11.428 -7.303
8 N 21.765 11.130 -8.332
9 O 21.301 11.264 -9.677
10 C 20.425 12.916 -7.135
11 C 19.530 10.622 -7.632
12 C 24.094 10.968 -9.162
13 H 22.529 13.618 -8.885
14 H 24.192 13.397 -8.913
15 H 23.391 13.621 -7.346
16 H 24.584 11.604 -6.513
17 H 23.877 10.041 -6.888
18 H 22.731 12.337 -5.218
19 H 23.042 10.714 -4.755
20 H 20.517 11.075 -5.209
21 H 21.302 9.812 -6.104
22 H 21.332 13.499 -6.995
23 H 19.905 13.015 -6.172
24 H 19.792 13.395 -7.880
25 H 18.777 10.758 -6.845
26 H 19.765 9.560 -7.713
27 H 19.032 10.977 -8.535
28 H 24.093 9.874 -9.201
29 H 25.103 11.334 -8.965
30 H 23.815 11.326 -10.158
31 C 19.168 8.996 -11.142
32 C 20.180 8.570 -12.171
33 C 20.691 9.779 -12.945
34 C 21.890 9.473 -13.850
35 C 22.994 8.856 -13.004
36 C 22.532 7.606 -12.256
37 N 21.313 7.909 -11.489
38 O 20.909 6.948 -10.556
39 C 23.707 7.210 -11.339
40 C 22.309 6.413 -13.225
41 C 19.469 7.608 -13.131
42 H 18.594 8.147 -10.783
43 H 18.483 9.712 -11.624
44 H 19.552 9.613 -10.323
45 H 20.932 10.558 -12.208
46 H 19.930 10.232 -13.595
47 H 22.220 10.459 -14.196
48 H 21.598 8.848 -14.693
49 H 23.460 9.614 -12.367
50 H 23.805 8.581 -13.696
51 H 23.723 7.809 -10.425
52 H 24.670 7.440 -11.809
53 H 23.666 6.148 -11.123
54 H 21.427 5.834 -12.969
55 H 23.154 5.717 -13.197
56 H 22.302 6.736 -14.271
57 H 18.459 7.971 -13.340
58 H 19.379 6.619 -12.672
59 H 19.991 7.438 -14.073
60 C 25.273 7.091 -6.507
61 C 24.504 5.989 -7.251
62 C 24.670 4.656 -6.513
63 C 23.890 4.494 -5.213
64 C 22.417 4.817 -5.489
65 C 22.235 6.160 -6.171
66 N 23.086 6.257 -7.327
67 O 22.778 7.237 -8.267
68 C 22.411 7.267 -5.121
69 C 20.793 6.166 -6.670
70 C 25.098 5.819 -8.622
71 H 24.869 7.297 -5.512
72 H 25.205 8.058 -7.011
73 H 26.323 6.822 -6.337
74 H 25.735 4.547 -6.259
75 H 24.442 3.848 -7.215
76 H 24.312 5.205 -4.493
77 H 23.978 3.472 -4.841
78 H 21.880 4.799 -4.530
79 H 22.014 3.962 -6.041
80 H 22.977 7.047 -4.213
81 H 21.410 7.576 -4.777
82 H 22.743 8.213 -5.541
83 H 20.688 5.344 -7.383
84 H 20.567 7.080 -7.215
85 H 20.041 5.978 -5.899
86 H 24.531 5.151 -9.273
87 H 26.115 5.418 -8.540
88 H 25.153 6.778 -9.141

Atomic forces in eV per Å
Hg -0.54 -0.82 0.32
C 0.04 0.92 -0.06
C -0.01 0.41 -0.43
C 0.10 0.01 0.46
C 0.27 0.41 0.46
C -0.02 -0.66 -0.19
C 0.16 0.43 -0.38
N 0.87 -1.44 0.52
O 0.00 0.39 -0.15
C -0.07 0.29 0.90
C -1.00 0.38 0.00
C -0.30 0.43 -0.79
H -0.36 -0.52 0.18
H 0.28 -0.32 0.37
H 0.06 0.06 -0.11
H 0.01 -0.04 -0.26
H -0.19 -0.01 0.12
H -0.14 0.05 -0.34
H -0.10 -0.09 -0.09
H 0.23 0.21 0.14
H 0.01 -0.32 0.04
H -0.07 0.06 -0.18
H -0.18 -0.01 -0.17
H 0.16 -0.29 -0.35
H 0.20 -0.16 0.15
H -0.04 -0.04 -0.06
H 0.30 -0.13 -0.19
H 0.17 -0.04 0.39
H 0.09 -0.24 0.10
H 0.00 -0.04 0.04
C -0.87 0.87 0.05
C 0.11 -0.53 -0.95
C 0.09 0.44 -0.22
C -0.13 0.96 1.27
C 0.13 -0.07 -1.36
C 0.66 -0.66 -0.32
N 1.04 2.03 1.32
O -0.36 -0.78 -0.52
C -0.38 0.27 -0.07
C 0.65 -0.07 -0.48
C -0.22 -0.64 -0.05
H 0.09 0.00 0.25
H -0.09 -0.33 -0.15
H 0.32 -0.38 0.01
H 0.30 -0.08 -0.10
H -0.36 -0.32 0.31
H 0.13 -0.26 -0.46
H 0.08 -0.02 -0.05
H -0.40 -0.10 0.40
H -0.02 -0.29 0.23
H -0.11 -0.38 0.21
H -0.15 -0.17 -0.38
H -0.03 0.11 0.50
H -0.09 0.11 0.04
H -0.01 0.08 0.21
H -0.48 0.05 0.07
H 0.06 0.04 -0.09
H -0.09 0.15 0.22
H 0.02 0.29 -0.03
C 0.28 0.48 0.62
C -0.50 0.10 1.18
C 0.87 -0.55 0.29
C -0.35 0.68 -0.73
C 0.78 -0.95 1.01
C -0.48 0.02 0.25
N -0.09 -0.85 -1.03
O 0.20 0.89 -0.18
C -1.24 1.21 0.48
C -0.34 -0.25 -0.71
C 0.42 0.23 -0.81
H -0.08 -0.31 -0.03
H 0.10 -0.18 -0.32
H 0.00 0.09 -0.32
H -0.04 -0.03 -0.23
H -0.21 0.02 0.07
H -0.10 -0.22 0.20
H 0.17 0.07 0.18
H -0.09 0.26 -0.12
H -0.12 0.36 -0.45
H 0.24 -0.21 -0.26
H 0.06 -0.35 0.25
H 0.56 -0.11 -0.34
H 0.06 0.17 -0.16
H -0.05 0.08 0.07
H 0.28 0.24 0.30
H -0.20 -0.05 0.29
H 0.00 0.05 0.09
H 0.03 -0.06 0.11


What is the formula in the first record?
C15H30AsF6N3O8PZr